(1)
# C16H19N2

2 unconnected molecules or ions with the total composition C16H19N2 (ωB97M-V with the def2-TZVPD basis set, the Open Molecules 2025 dataset).

Computed properties:
net charge = +1
orbital gap = 5.7 eV
relative energy (zero: lowest compared OMol25 entry of this formula, charge and spin) = 17.86 kcal/mol
HOMO energy = -10.911 eV
multiplicity = 1

CARTESIAN COORDINATES (ANGSTROEM)
C 0.62312 -2.44929 0.82746
C -0.70208 -1.80554 0.80277
N -1.05519 -0.53177 0.76844
C -2.44045 -0.48564 0.83192
C -2.93732 -1.78001 0.86986
C -4.27679 -2.38380 0.89169
N -1.82232 -2.57742 0.85862
H 1.41243 -1.69191 0.80461
H 0.69399 -3.04870 1.74735
H 0.71106 -3.11227 -0.04513
H -2.99620 0.43798 0.86201
H -5.05557 -1.61756 0.89387
H -4.42686 -3.02265 0.00828
H -4.41312 -3.01612 1.78143
H -1.82180 -3.59616 0.90360
C 1.71668 1.89484 1.28129
C 0.84497 2.82318 2.20488
C -0.40766 3.02321 1.40372
C -0.35198 2.33520 0.20786
C 0.86482 1.62508 0.07849
C 1.36235 0.98343 -1.10567
C 0.54120 0.83412 -2.25265
C 1.02993 0.24580 -3.41262
C 2.35801 -0.19092 -3.47722
C 3.20509 -0.02523 -2.37402
C 2.72319 0.56274 -1.21052
H 2.63337 2.41543 0.96518
H 2.02296 0.98536 1.81377
H 0.66205 2.33998 3.17460
H 1.37849 3.76325 2.39550
H -1.23624 3.63257 1.74258
H -1.12917 2.33749 -0.55315
H -0.47900 1.20556 -2.21759
H 0.37809 0.14215 -4.27813
H 2.73875 -0.65309 -4.38721
H 4.24965 -0.33887 -2.43285
H 3.40155 0.73960 -0.37300

(2)
# C4H14N2Se

2 unconnected molecules or ions with the total composition C4H14N2Se (ωB97M-V with the def2-TZVPD basis set, the Open Molecules 2025 dataset).

Computed properties:
net charge = +2
orbital gap = 9.8 eV
relative energy (zero: lowest compared OMol25 entry of this formula, charge and spin) = 22.50 kcal/mol
HOMO energy = -15.698 eV
multiplicity = 1

CARTESIAN COORDINATES (ANGSTROEM)
C 3.39086 -0.61179 -0.66731
C -0.63782 -0.65868 -0.78710
C -3.33048 -0.05905 0.86522
C 3.11825 0.53594 -0.16319
N -4.55548 -0.58481 0.07636
N 3.95606 1.53009 0.61013
Se -1.99407 0.70360 -0.34492
H -0.29551 -0.17786 -1.66352
H 2.81675 -1.38483 -1.19071
H 4.41747 -1.06503 -0.44844
H 0.31691 -0.62851 -0.08538
H -0.80129 -1.65394 -1.17141
H -3.63425 0.57915 1.70928
H -2.90037 -1.00778 1.37075
H 2.13016 1.16728 -0.32405
H -4.13007 -0.84815 -0.85672
H -5.30316 0.08851 -0.21389
H -5.00578 -1.37530 0.71109
H 3.42591 1.78809 1.47498
H 4.14613 2.32324 0.02311
H 4.86976 1.33983 1.07572

Q: The lowest orbital gap belongs to which entry?
A: C16H19N2

What did the first record say?
# C16H19N2

2 unconnected molecules or ions with the total composition C16H19N2 (ωB97M-V with the def2-TZVPD basis set, the Open Molecules 2025 dataset).

Computed properties:
net charge = +1
orbital gap = 5.7 eV
relative energy (zero: lowest compared OMol25 entry of this formula, charge and spin) = 17.86 kcal/mol
HOMO energy = -10.911 eV
multiplicity = 1

CARTESIAN COORDINATES (ANGSTROEM)
C 0.62312 -2.44929 0.82746
C -0.70208 -1.80554 0.80277
N -1.05519 -0.53177 0.76844
C -2.44045 -0.48564 0.83192
C -2.93732 -1.78001 0.86986
C -4.27679 -2.38380 0.89169
N -1.82232 -2.57742 0.85862
H 1.41243 -1.69191 0.80461
H 0.69399 -3.04870 1.74735
H 0.71106 -3.11227 -0.04513
H -2.99620 0.43798 0.86201
H -5.05557 -1.61756 0.89387
H -4.42686 -3.02265 0.00828
H -4.41312 -3.01612 1.78143
H -1.82180 -3.59616 0.90360
C 1.71668 1.89484 1.28129
C 0.84497 2.82318 2.20488
C -0.40766 3.02321 1.40372
C -0.35198 2.33520 0.20786
C 0.86482 1.62508 0.07849
C 1.36235 0.98343 -1.10567
C 0.54120 0.83412 -2.25265
C 1.02993 0.24580 -3.41262
C 2.35801 -0.19092 -3.47722
C 3.20509 -0.02523 -2.37402
C 2.72319 0.56274 -1.21052
H 2.63337 2.41543 0.96518
H 2.02296 0.98536 1.81377
H 0.66205 2.33998 3.17460
H 1.37849 3.76325 2.39550
H -1.23624 3.63257 1.74258
H -1.12917 2.33749 -0.55315
H -0.47900 1.20556 -2.21759
H 0.37809 0.14215 -4.27813
H 2.73875 -0.65309 -4.38721
H 4.24965 -0.33887 -2.43285
H 3.40155 0.73960 -0.37300

Q: net charge of number 2 (C4H14N2Se)?
A: +2